# 1
119
Properties=species:S:1:pos:R:3:lowdin_charge:R:1 method="wB97M-V/def2-TZVPD" e_tot_ev=-137908.175 multiplicity=1 de_lowest_kj_mol=131.0 gap_ha=0.1706 max_force_ha_per_bohr=0.0496 charge=-1
I 6.87400 0.67375 -3.21030 0.7972
K 1.95810 -0.18825 0.68520 0.6232
S -1.22350 -1.89025 0.12290 0.8604
S 1.71140 -2.56805 -1.07380 0.5722
Si -1.17250 -2.34415 3.26130 0.5289
F 6.71140 -0.43385 2.36390 0.1232
F 5.43000 -2.28585 3.94450 0.1211
F 4.03620 -2.63945 2.34720 0.1477
F 5.54180 1.16315 1.53430 0.1291
F 3.32450 -2.04425 4.27390 0.1258
F 5.29310 -0.83195 0.80060 0.1399
O -3.58000 12.32535 -0.34500 -0.0880
O 3.17240 0.06615 2.47250 -0.3363
N 2.81310 0.37785 -1.98550 -0.0127
N -1.90420 -4.33465 -0.75010 -0.1677
N -1.73600 6.15745 -0.98300 0.1847
N 0.60600 -4.77805 -2.00990 -0.1515
N 2.90830 1.67485 -2.24210 -0.0147
N -1.01570 6.54255 1.08750 0.1797
N -0.13260 1.51585 -0.89920 0.1179
N 0.61440 1.94295 1.66230 0.0875
C 0.91090 3.35585 3.56700 -0.0284
C -4.30850 -4.71455 -3.21790 -0.0591
C -0.09020 4.24195 1.58680 -0.0810
C -0.85700 -3.39275 -0.72040 -0.6022
C 2.35580 -9.02125 -1.02660 -0.1047
C -0.70730 5.24065 0.80710 -0.1356
C 1.85430 -7.73975 0.93620 -0.0860
C -2.69980 -2.95555 -3.43430 -0.0342
C -1.16850 5.02575 -0.49510 -0.1748
C 4.14260 2.02665 -2.64820 -0.1599
C 4.87280 0.86025 -2.65270 -0.7480
C 4.29520 -1.81615 3.37050 -0.5475
C -1.27790 2.17045 -2.89080 -0.0380
C -3.43080 -3.81795 -2.62140 -0.2123
C -3.26980 10.12745 -1.38850 -0.0155
C -4.44490 -4.76925 -4.59270 -0.1009
C -3.21810 -3.85025 -1.13380 -0.1730
C -1.19080 -4.22595 3.61460 -0.1758
C 4.77420 0.47525 4.24910 0.0098
C -1.99450 9.33295 0.94490 -0.0233
C -0.21090 -2.00985 1.65070 -0.5559
C -2.83040 -3.01445 -4.81010 -0.0877
C 0.35480 4.41975 2.90440 -0.0117
C -1.01200 3.74825 -1.11110 -0.0849
C 4.32310 -0.30025 2.97980 -0.5469
C -3.69430 -3.92735 -5.39490 -0.1094
C -1.53160 -5.64535 -1.21760 -0.1361
C 0.07690 2.96065 0.98330 -0.1369
C -3.00770 -1.81045 3.19370 -0.1919
C -4.24970 12.79565 -1.48750 -0.0969
C -2.13170 8.41365 -0.10660 -0.1560
C -1.47420 3.44335 -2.39290 -0.0050
C -2.77930 8.84515 -1.27040 -0.0117
C 1.97560 -6.64955 -1.20440 -0.2112
C 5.46800 -0.12405 1.92630 -0.5454
C 2.25070 -7.87555 -1.79490 -0.0573
C 1.00480 2.12555 2.89630 -0.1169
C 3.99120 -0.14415 -2.22780 -0.2208
C -2.48280 10.61305 0.82930 -0.0057
C -0.53950 -5.55285 -2.39400 -0.1280
C 1.75810 -6.59475 0.16810 -0.0273
C 2.17280 -8.95215 0.34280 -0.1124
C -3.12880 11.03015 -0.33690 -0.2661
C -0.58190 1.25075 -2.10310 -0.1359
C -0.29500 -1.37435 4.65410 -0.1691
C 0.38330 -3.63625 -1.25230 -0.7473
C -0.35890 2.72675 -0.36970 -0.1503
C 1.91080 -5.39685 -2.02570 -0.1817
C -1.64230 7.06365 -0.02490 -0.2663
H 2.57840 -9.97045 -1.49480 0.0929
H -1.71400 -4.44255 4.54190 0.0151
H 2.59300 -4.64395 -1.61010 0.0440
H -1.50210 9.04915 1.86430 0.1032
H -3.60540 12.77815 -2.37410 0.0953
H -3.51830 -2.28565 2.36340 0.0088
H 2.10050 2.25995 -2.10440 0.1370
H -3.78410 -3.98305 -6.47090 0.0923
H -2.02240 -2.24715 -2.98110 0.1085
H -4.89670 -5.36865 -2.58740 0.1049
H -1.04160 -6.18415 -0.39630 0.1164
H 2.20770 -5.59975 -3.06230 0.1208
H -5.15780 12.21765 -1.69380 0.0953
H -1.04700 -5.06115 -3.23710 0.1150
H 1.27190 3.45115 4.57940 0.1053
H -3.11120 -0.73775 3.07060 0.0186
H -2.24950 -2.35025 -5.43390 0.0987
H -3.30970 -2.84565 -0.71370 0.0712
H -1.69520 -4.76155 2.81520 0.0204
H 4.42560 3.02935 -2.90260 0.1070
H 0.32310 -1.06485 1.72080 -0.0609
H 2.26880 -9.84355 0.94780 0.0914
H -0.22060 -6.55115 -2.70510 0.1193
H 0.25380 5.38665 3.38170 0.1062
H -0.63120 -1.67115 5.64390 0.0185
H -2.88770 8.14115 -2.07930 0.1118
H 1.44570 1.26565 3.37490 0.0928
H -1.65050 1.89105 -3.86530 0.1023
H -1.98020 4.21425 -2.95510 0.1112
H 4.02930 0.31565 5.02230 0.0831
H -2.43090 -6.19175 -1.51560 0.1167
H -2.37550 11.32065 1.63710 0.1176
H -3.96160 -4.50305 -0.66170 0.1183
H 0.77940 -1.52535 4.61200 0.0129
H 0.52080 -2.79375 1.45830 0.0224
H -3.52460 -2.09345 4.10650 0.0172
H -0.37150 0.25345 -2.46140 0.1084
H -5.13160 -5.47805 -5.03550 0.0941
H 2.38550 -7.92895 -2.86610 0.1040
H 1.68610 -7.69115 2.00220 0.0980
H -0.47550 -0.30745 4.55040 0.0137
H -4.52510 13.82735 -1.26660 0.0920
H 4.80160 1.53235 4.00170 0.0840
H 1.51840 -5.64565 0.62540 0.1176
H -3.76110 10.42115 -2.30300 0.1031
H -0.18610 -4.62875 3.69800 0.0190
H 5.74920 0.13675 4.58820 0.0787
H 4.16320 -1.19255 -2.09600 0.0887
H -0.83010 7.01775 1.95230 0.1429

# 2
118
Properties=species:S:1:pos:R:3:lowdin_charge:R:1 method="wB97M-V/def2-TZVPD" e_tot_ev=-140064.624 multiplicity=1 de_lowest_kj_mol=27.8 gap_ha=0.2549 max_force_ha_per_bohr=0.0391
La 0.74688 1.19825 0.84880 1.8152
Sb -1.71624 -0.62438 -1.63086 1.3917
Cl -1.09383 6.98698 -2.61492 0.6599
Cl -3.85900 5.53965 -2.46951 0.6539
Cl -4.05882 2.77043 -1.10437 0.7715
Cl 1.47471 5.51699 -1.55262 0.6986
S 0.32877 -1.14889 -0.63513 0.1774
O 2.98587 0.62997 -0.67457 -0.1101
O 0.97115 2.80862 -0.62539 -0.3636
O -1.37468 1.49020 -0.52177 -0.4247
O -2.30116 2.80772 3.84816 0.0072
N -1.00729 -0.20315 2.44648 0.0369
N 2.83792 -1.96214 3.92596 -0.0297
N 4.02329 -1.17342 -1.57136 -0.0851
N 2.71482 -1.90847 1.60280 0.0576
N 2.56322 0.07607 -2.87206 -0.0807
N 2.10345 -0.02984 2.77219 -0.0508
N 1.87519 3.28387 2.00704 -0.0009
N -0.68507 2.50462 2.22920 -0.1295
C -2.45401 -2.58245 -3.98598 -0.1081
C -0.05954 4.71792 -1.56194 -0.6114
C 1.55569 -0.28303 5.15167 -0.1520
C 2.51520 -1.26412 2.79718 -0.3796
C -2.42568 4.73067 -1.95053 -0.7213
C 2.86213 -2.32049 -3.33589 -0.1518
C 2.55477 -1.41807 5.24933 -0.1550
C -2.20508 -2.08624 3.31207 -0.0556
C -1.81166 0.60312 3.14904 -0.1956
C -3.87460 -0.11194 0.52775 -0.1434
C -4.23947 1.39552 -5.33540 -0.0745
C -1.35941 2.73621 -1.03085 -0.3766
C 4.99225 -1.21381 -0.49357 -0.0390
C 2.03419 0.66099 4.05870 -0.2294
C -1.03176 -4.77762 -3.06918 -0.0913
C -2.49906 3.43287 -1.42902 -0.5881
C -0.09380 3.40662 -1.07556 -0.4322
C -4.94756 -2.67543 0.45265 -0.0838
C 3.14558 -0.12321 -1.65365 -0.5299
C -5.00210 -0.41823 1.27718 -0.0753
C 3.18094 3.56255 2.03786 -0.1222
C -2.87103 1.61041 -5.30268 -0.0700
C 2.77053 5.86657 2.44636 -0.0573
C 3.24405 -3.36274 3.92668 -0.1584
C -4.85629 0.70076 -4.30335 -0.0749
C -1.75082 -4.86958 -4.25230 -0.0944
C -3.82953 -2.37170 -0.31121 -0.1132
C -1.61234 2.10649 3.09724 -0.5102
C 3.67762 4.83003 2.26308 -0.0593
C -3.03374 -1.24735 4.04395 -0.0549
C -1.73146 -2.47629 -2.80056 -0.3423
C 2.75223 -3.35294 1.52453 -0.1868
C 4.21297 -2.07819 -2.68787 -0.1557
C -5.54349 -1.69475 1.23233 -0.0850
C -1.21753 -1.51697 2.52999 -0.1650
C -3.30220 -1.08345 -0.28213 -0.3218
C -2.10886 1.12676 -4.24550 -0.1009
C -2.46294 -3.77088 -4.70628 -0.0837
C 1.80834 1.28234 -3.12601 -0.0300
C 3.74987 -3.81875 2.57016 -0.1566
C 1.00130 4.27506 2.20136 -0.2504
C -2.73050 0.44564 -3.21308 -0.3356
C -2.83127 0.11632 3.95936 -0.0049
C 1.41894 5.58627 2.41257 -0.0120
C -0.46721 3.93950 2.18440 -0.1539
C -1.02611 -3.59096 -2.34958 -0.1763
C -1.20119 5.37290 -2.02047 -0.7205
C 2.33797 -0.99045 -3.83908 -0.1623
C -4.10198 0.22327 -3.24420 -0.1654
H 1.46546 0.23124 6.10830 0.1198
H -4.82789 1.77175 -6.16214 0.1047
H 4.65774 -0.55395 0.29957 0.0764
H 3.05723 -3.63406 0.51665 0.1154
H 5.08099 -2.23112 -0.10592 0.0760
H 2.93042 -3.03402 -4.15679 0.1200
H -3.44696 0.88006 0.56225 0.0488
H -0.96559 4.42139 3.02951 0.1223
H -3.83096 -1.65362 4.65354 0.1106
H 1.35771 1.51090 3.96374 0.0885
H 3.11679 6.87851 2.61285 0.1089
H 2.35065 -1.41830 0.80093 0.0147
H -3.03126 -3.83797 -5.62606 0.1025
H 3.84561 2.72212 1.86232 0.1140
H -0.47304 -5.62960 -2.70021 0.0998
H 0.72959 1.11960 -3.00514 0.0612
H -2.38931 2.14853 -6.10920 0.1066
H -0.46633 -3.52149 -1.42687 0.0379
H 1.26034 -1.07253 -4.02686 0.1194
H 4.74423 5.00467 2.28575 0.1023
H -3.43139 0.83450 4.49946 0.1181
H 2.11052 2.06179 -2.43756 0.0808
H 2.00044 1.60375 -4.15275 0.1029
H -0.56035 -2.13950 1.93108 0.0734
H -0.90377 4.36714 1.27212 0.1284
H 2.16514 -2.22465 5.87564 0.1218
H 2.39113 -3.98526 4.22704 0.1271
H -3.37922 -3.12823 -0.94210 0.0887
H -5.45645 0.34747 1.89348 0.1136
H 4.02216 -3.48535 4.68427 0.1253
H 3.48650 -1.06307 5.70334 0.1271
H -5.92609 0.53623 -4.31464 0.1086
H 3.86698 -4.90225 2.56355 0.1174
H -2.32357 -3.16078 3.34661 0.1053
H 4.71657 -3.35693 2.36042 0.1162
H -1.75378 -5.79204 -4.81948 0.1002
H 3.02652 1.04890 4.32332 0.1200
H -5.36601 -3.67401 0.41983 0.1025
H -3.01274 -1.73524 -4.36276 0.0827
H 5.97660 -0.88554 -0.84438 0.0958
H 0.67857 6.36341 2.54969 0.1227
H -1.04029 1.30628 -4.23151 0.0903
H -6.42845 -1.93005 1.81099 0.1031
H 1.76828 -3.80399 1.71347 0.1206
H 2.82225 -0.71789 -4.78325 0.1268
H 2.17943 -2.71025 -2.58056 0.0922
H 4.92015 -1.66727 -3.42151 0.1315
H -4.58623 -0.31559 -2.43842 0.1002
H 0.57512 -0.67838 4.87304 0.1093
H 4.63505 -3.00762 -2.30226 0.1206